Formula: C3H12O4
Source: the Open Molecules 2025 dataset
Level of theory: ωB97M-V/def2-TZVPD

Geometry as XYZ:
```
19
Properties=species:S:1:pos:R:3:forces:R:3
C 1.178142 -0.035154 0.253069 1.013 0.595 3.285
O 1.610676 0.936810 1.472949 -0.844 -1.617 -1.156
C 0.016387 0.425445 -0.432830 -1.154 -0.845 -1.011
C 0.121391 1.138162 -1.576396 -1.445 0.114 -2.261
H 0.897042 -0.948362 0.866825 1.077 0.598 -1.070
H 2.096752 0.050657 -0.394310 -0.810 -0.972 0.641
H 2.129879 1.516296 0.936846 0.711 1.062 -0.033
H -0.918554 -0.160933 -0.233796 1.027 1.001 -0.088
H -0.841268 1.006113 -2.294198 2.355 0.881 1.220
H 1.123443 1.575755 -1.948400 -1.810 -0.725 0.506
H 1.542408 3.824614 1.402676 1.197 0.307 0.205
H 1.765528 3.848135 2.822529 0.297 -0.120 0.787
O 2.259170 4.087666 2.037869 -1.484 -0.255 -1.038
H -3.367454 -2.123897 0.470763 1.773 1.847 0.057
H -2.830420 -0.919155 -0.342897 -0.012 0.192 -0.473
O -2.710869 -1.336192 0.510094 -1.873 -2.068 0.437
H -1.214632 -4.904902 -0.820578 0.513 -2.543 0.963
H -1.523647 -3.990787 -1.853780 0.133 0.899 1.056
O -1.333980 -3.990272 -0.876435 -0.666 1.650 -2.027
```
Positions in Å, forces in eV/Å.

## Properties
* total charge: -1
* ⟨S²⟩: 0.75
* spin multiplicity: 2
* frontier orbital gap (spin up / spin down): 2.51 / 8.97 eV
* LUMO level (spin up / spin down): 3.300 / 3.661 eV

---

Formula: C3H12O4
Source: the Open Molecules 2025 dataset
Level of theory: ωB97M-V/def2-TZVPD

Geometry as XYZ:
```
19
Properties=species:S:1:pos:R:3:forces:R:3
C -3.037552 0.999078 1.350480 1.030 0.954 0.171
C -1.982058 0.647154 0.349323 -0.136 -1.528 0.365
C -0.702678 0.990025 0.467989 0.322 0.151 -0.349
O 0.146383 0.793417 -0.589834 0.142 -0.352 -0.256
H -3.230912 0.197834 2.054422 -0.322 -0.173 0.015
H -3.953374 1.396968 0.905413 0.072 -0.333 -0.021
H -2.575948 1.831217 1.885843 -0.441 0.072 0.501
H -2.220058 -0.203476 -0.299302 0.051 0.798 -0.636
H -0.260964 1.445227 1.352382 -0.205 0.441 -0.212
H 1.121873 0.745497 -0.465642 -0.567 0.587 0.484
O 3.007700 0.835782 -0.650625 -0.380 -0.098 0.784
H 2.810416 -0.021661 -0.230282 0.593 -0.309 -0.300
H 3.420267 1.324659 0.076903 -0.053 0.063 -0.328
O 0.284815 -1.500921 -1.864127 -0.302 0.236 0.118
H -0.509294 -1.999826 -2.080980 0.143 -0.031 -0.016
H -0.037271 -0.636085 -1.499048 0.376 -0.619 -0.250
O 2.628358 -1.968613 -0.012593 -0.417 0.295 -0.342
H 2.040854 -2.054718 -0.781670 -0.320 0.185 0.058
H 3.049452 -2.821551 0.031352 0.415 -0.341 0.213
```
Positions in Å, forces in eV/Å.

## Properties
* frontier orbital gap: 9.42 eV
* structure (SMILES): C/C=C/O.O.O.O
* LUMO level: 0.693 eV

---

Formula: C3H12O5
Source: the Open Molecules 2025 dataset
Level of theory: ωB97M-V/def2-TZVPD

Geometry as XYZ:
```
20
Properties=species:S:1:pos:R:3:forces:R:3
O 2.513903 0.191481 1.230154 0.234 -0.432 0.107
C -1.216645 -1.207188 0.103300 -4.898 -0.712 4.318
O -2.380313 -0.709020 0.219953 1.802 -0.680 -0.970
C -0.746894 -2.275252 0.923522 0.973 0.736 -0.566
C -0.099223 -0.587913 1.102698 0.164 -0.261 2.121
H -0.841481 -1.145817 -0.953713 1.863 1.099 -2.746
H 0.116531 -2.884640 0.675965 -0.094 0.284 -0.133
H -1.392504 -2.637797 1.717118 0.052 0.360 0.022
H -0.653793 0.127054 1.693922 -0.588 -0.243 0.097
H 0.462741 -0.006439 0.367912 0.620 -0.110 -0.603
H 0.694186 -0.920017 1.802546 0.458 0.076 -0.663
H 1.130024 2.206725 -2.772040 -0.048 -0.226 -0.043
H 1.611547 1.409780 0.797114 0.730 -0.368 0.224
O 0.609022 2.009699 -1.988164 -0.916 -1.118 -0.139
H 0.786697 2.071739 -0.412914 0.166 0.006 -0.235
H 3.469308 0.223853 1.378724 -0.238 0.104 -0.053
O 0.795062 1.903043 0.555322 -0.923 0.377 0.244
H -1.418381 0.049366 -1.896493 -0.337 0.479 -0.311
H 0.038068 0.843180 -1.955784 1.775 2.439 -0.096
O -0.478188 -0.114926 -1.767022 -0.795 -1.811 -0.575
```
Positions in Å, forces in eV/Å.

## Properties
* frontier orbital gap: 3.70 eV
* LUMO level: -5.002 eV

---

Formula: C3H12P4
Source: the Open Molecules 2025 dataset
Level of theory: ωB97M-V/def2-TZVPD

Geometry as XYZ:
```
19
Properties=species:S:1:pos:R:3:forces:R:3
C -0.008806 -3.533226 -0.333302 -0.366 -1.577 -0.597
P 0.655469 -1.843533 0.205099 2.383 -1.879 -2.305
P -0.409137 -0.499496 -1.096836 -0.250 0.500 -1.029
C -0.051899 1.111138 -0.212823 -0.321 0.368 1.744
C -1.398174 1.813786 0.250288 2.198 -0.250 -1.924
P 1.098223 0.895063 1.307469 -1.368 0.663 0.696
P 0.969474 2.155169 -1.387123 0.093 -1.238 -0.665
H 0.301660 -4.012128 -1.351342 -0.355 1.336 1.728
H -1.146831 -3.604854 -0.258692 1.543 0.167 -0.143
H 0.433512 -4.220461 0.448824 -0.582 0.590 -0.784
H -0.255530 -1.830876 1.136746 -2.083 0.481 2.329
H 0.590893 -0.408241 -2.155348 -0.367 -0.137 0.728
H -2.112637 1.358564 -0.374174 -1.520 -0.143 -0.566
H -1.646331 1.694332 1.271035 -0.086 -0.017 0.961
H -1.230230 2.833226 -0.068635 -0.674 0.508 0.518
H 1.014044 2.289282 1.604792 0.165 -0.161 -0.002
H 0.045659 0.652328 2.336036 0.851 -0.082 -0.823
H 2.019274 1.788059 -0.558560 1.451 -0.342 -0.655
H 1.131367 3.361868 -0.763454 -0.713 1.212 0.789
```
Positions in Å, forces in eV/Å.

## Properties
* frontier orbital gap: 8.85 eV
* structure (SMILES): C[PH]#[PH]C(C)(P)P
* LUMO level: 0.670 eV

---

Formula: C3H13N2O
Source: the Open Molecules 2025 dataset
Level of theory: ωB97M-V/def2-TZVPD

Geometry as XYZ:
```
19
Properties=species:S:1:pos:R:3:forces:R:3
C 0.130985 0.163540 1.068128 0.272 -0.304 -0.174
C 0.602466 -0.570390 -0.192571 0.755 -0.095 0.976
C -0.293499 -1.742617 -0.595670 -0.318 0.740 -0.710
N -1.443174 -1.144124 -1.295339 -0.818 -0.559 0.301
N -1.290337 0.607444 0.960110 -0.190 -1.101 -0.332
H 0.769364 0.981382 1.382726 -0.093 0.447 -0.569
H 0.241023 -0.521583 1.901587 -0.560 -0.317 0.128
H 0.770631 0.100175 -1.033268 -0.161 0.084 -0.048
H 1.596240 -0.918155 0.106607 0.072 -0.261 -0.264
H 0.238207 -2.483372 -1.199087 0.162 0.150 -0.087
H -0.700780 -2.279115 0.262086 0.168 0.095 0.213
H -1.281420 -0.401855 -1.951428 0.618 0.014 -0.269
H -1.721384 0.079103 0.164271 0.142 0.403 -0.097
H -2.077538 -1.813650 -1.714505 0.096 0.035 0.150
H -1.408861 1.626508 0.803220 -0.092 0.212 0.160
H -1.878900 0.218380 1.750334 -0.077 0.485 0.628
H 2.555683 3.094679 -0.827374 0.143 0.004 -0.001
H 2.969423 2.311195 0.432122 0.434 -0.060 0.068
O 2.221867 2.692450 -0.021950 -0.554 0.028 -0.073
```
Positions in Å, forces in eV/Å.

## Properties
* ⟨S²⟩: 0.75
* spin multiplicity: 2
* frontier orbital gap (spin up / spin down): 3.57 / 10.35 eV
* LUMO level (spin up / spin down): 0.637 / 0.519 eV

---

Formula: C3H13N2O
Source: the Open Molecules 2025 dataset
Level of theory: ωB97M-V/def2-TZVPD

Geometry as XYZ:
```
19
Properties=species:S:1:pos:R:3:forces:R:3
C 1.178701 0.147126 1.658533 0.569 0.427 -1.839
C 0.986724 0.955244 0.289348 -2.179 0.296 2.977
C 0.793482 0.170535 -0.991448 1.729 -0.953 -0.707
N -0.396005 -0.709474 -0.979362 0.772 0.252 2.231
N 0.348040 -1.119071 1.594585 0.387 0.332 0.879
H 2.250832 -0.036173 1.768868 -0.228 -0.768 -0.050
H 0.913327 0.688722 2.575370 -0.229 0.192 -0.616
H 1.766366 1.709327 0.372381 -0.033 0.044 -0.887
H 0.014516 1.446419 0.514870 0.506 0.360 -0.538
H 1.716109 -0.455810 -1.105894 -0.782 0.222 -0.229
H 0.749298 0.811180 -1.880836 0.216 0.213 0.405
H -0.329211 -1.462684 -1.647946 -0.375 0.320 -0.309
H -0.132370 -1.242631 0.547556 0.507 0.344 0.443
H -1.241822 -0.130416 -1.011652 0.134 -0.668 -0.672
H 0.944364 -1.862011 1.958231 -0.254 -0.438 -0.589
H -0.337982 -0.990680 2.339184 -0.456 -0.325 -0.472
H -3.615085 0.286958 -1.608337 -0.103 -0.086 0.095
H -2.880107 1.214979 -2.551728 0.161 -0.021 0.057
O -2.729170 0.578451 -1.841720 -0.343 0.257 -0.179
```
Positions in Å, forces in eV/Å.

## Properties
* total charge: +1
* frontier orbital gap: 10.97 eV
* LUMO level: -2.950 eV

---

The calculation returns the following strongest force on any atom values, one per record and in order: 3.5; 1.6; 6.6; 3.8; 1.2; 3.7 eV/A.